Entry 1:
Molecular formula: C33H33BiN15
Method: DFT, wB97M-V/def2-TZVPD

```
82
Properties=species:S:1:pos:R:3:forces:R:3
Bi 0.022100 -0.166200 -0.085800 -0.2 -0.1 0.2
C -2.730300 1.760500 -0.364500 -0.2 0.4 -0.3
C -2.536800 1.508400 -1.864300 -0.1 0.1 0.2
C -1.189800 1.933900 -2.361600 0.0 0.3 -0.5
C -1.068300 2.489600 -3.631700 0.1 -0.1 0.2
C 0.151700 2.992300 -4.047000 0.0 -0.1 0.2
C 1.204000 3.001700 -3.137700 -0.1 0.0 0.0
C 1.013400 2.404200 -1.908400 0.2 0.5 -0.3
N -0.133500 1.822000 -1.551200 -0.3 0.3 0.3
N -2.470300 0.545100 0.409000 0.3 0.0 0.0
C -2.408200 0.809500 1.847600 -0.1 0.1 0.3
C -1.337700 1.784400 2.253700 -0.2 0.4 0.3
C -1.550000 2.664200 3.312400 0.0 -0.2 -0.2
C -0.520400 3.496100 3.724900 0.1 -0.1 -0.2
C 0.682800 3.453900 3.032600 -0.2 0.0 0.0
C 0.792600 2.584800 1.960900 0.2 0.4 0.2
N -0.178200 1.752900 1.597500 -0.1 0.0 -0.2
C -3.508000 -0.456300 0.151400 -0.3 -0.2 0.0
C -3.022400 -1.794000 -0.321400 -0.4 -0.3 -0.1
C -3.978500 -2.782300 -0.548000 0.2 0.0 0.0
C -3.577000 -4.026900 -0.989000 0.2 0.2 0.0
C -2.218800 -4.248500 -1.192000 0.1 0.1 0.0
C -1.339400 -3.212300 -0.953600 -0.1 -0.6 -0.2
N -1.729600 -2.007400 -0.533500 0.1 0.4 0.2
H -3.748600 2.124800 -0.174700 0.1 -0.1 0.0
H -2.042400 2.538100 -0.032100 -0.1 0.0 0.0
H -3.283900 2.070500 -2.428200 0.0 -0.2 0.0
H -2.693100 0.451000 -2.087200 -0.1 -0.1 -0.1
H -1.936100 2.522900 -4.272700 -0.1 0.1 -0.1
H 0.268800 3.403400 -5.037200 0.0 0.1 -0.1
H 2.151500 3.453000 -3.386300 0.1 0.0 0.0
H 1.796100 2.403100 -1.168100 0.1 0.0 0.0
H -2.203800 -0.150100 2.337400 -0.2 0.0 0.0
H -3.375200 1.183700 2.213300 0.1 -0.1 0.0
H -2.509200 2.699700 3.805100 -0.1 0.0 0.0
H -0.662400 4.165100 4.560800 0.0 0.1 0.0
H 1.504200 4.092400 3.317200 0.1 0.0 -0.1
H 1.696200 2.541600 1.375000 0.2 0.1 0.0
H -4.218500 -0.087200 -0.595000 0.1 0.1 0.1
H -4.103600 -0.627000 1.055300 0.0 0.1 -0.1
H -5.020200 -2.564200 -0.381700 -0.2 0.0 0.1
H -4.299300 -4.804200 -1.175600 -0.1 -0.1 0.0
H -1.858100 -5.204900 -1.532100 0.1 -0.1 0.0
H -0.279600 -3.331500 -1.108500 0.1 -0.1 -0.1
N 3.086600 0.445000 1.660000 0.0 -0.1 0.1
C 3.367700 0.478800 0.358900 0.2 0.1 -0.6
N 4.579100 0.839400 -0.011100 0.5 0.2 0.3
C 4.859200 0.830900 -1.317200 -0.8 -0.3 0.4
N 6.036400 1.237900 -1.739000 0.3 0.0 -0.1
N 3.961600 0.396300 -2.243500 0.1 0.0 -0.5
C 2.773800 0.086700 -1.811400 0.9 0.3 0.4
N 2.380700 0.160300 -0.527100 -0.1 0.1 0.1
C 1.812600 -0.407600 -2.810700 0.0 -0.2 -1.0
C 2.248400 -0.643200 -4.111500 -0.1 0.0 0.2
C 1.361000 -1.161900 -5.040400 -0.2 0.0 0.2
C 0.056800 -1.421100 -4.637500 0.2 0.1 0.0
C -0.295700 -1.154700 -3.323900 -0.3 -0.2 -0.4
N 0.556100 -0.663500 -2.432300 0.3 -0.3 0.3
H 3.844700 0.610700 2.304300 -0.1 0.0 0.0
H 2.194500 0.102500 1.984100 0.1 0.0 0.2
H 6.733600 1.546600 -1.078200 0.0 0.0 0.0
H 6.277100 1.160800 -2.715600 0.0 0.0 0.1
H 3.277200 -0.433400 -4.353400 0.1 0.0 -0.1
H 1.682000 -1.368300 -6.049200 0.0 0.0 -0.1
H -0.666200 -1.833500 -5.324400 -0.1 0.0 0.0
H -1.293900 -1.358300 -2.967900 -0.1 0.0 0.0
N 0.229300 -1.858900 4.486300 -0.2 0.7 -0.2
C 0.047500 -0.747300 3.766200 0.1 -0.1 0.2
N 0.501000 -0.940500 2.539900 0.0 -0.1 -0.3
C 0.968100 -2.223500 2.569000 -0.5 0.2 1.0
N 0.803900 -2.789200 3.744800 0.5 -0.9 -0.4
C 1.665700 -2.866900 1.476800 0.6 -0.8 -0.3
C 2.520600 -3.949300 1.744400 -0.4 0.4 0.1
N 3.267900 -4.475100 0.802800 0.3 -0.5 0.1
C 3.161300 -3.990100 -0.421300 -0.3 0.3 -0.3
C 2.264400 -2.966500 -0.712900 0.4 -0.3 0.0
N 1.536300 -2.392600 0.238600 -0.3 0.0 0.4
H 0.012000 -2.043400 5.457200 0.0 0.0 0.0
H -0.367000 0.162200 4.147300 -0.2 0.2 0.2
H 2.590900 -4.362900 2.738800 0.0 0.0 0.1
H 3.802400 -4.426000 -1.173300 0.0 0.0 -0.2
H 2.134200 -2.594700 -1.717900 0.1 -0.1 -0.1
```
Positions in Å, forces in eV/Å.

Results
- Charge: +3
- LUMO level: -8.40 eV
- Highest occupied orbital energy: -16.9 eV
- Orbital gap: 8.5 eV

Charges obtained by Löwdin population analysis, quoted in units of e: 2.0083 -0.1641 -0.0891 -0.2849 0.0216 0.0072 -0.0062 -0.1425 -0.0326 -0.2601 -0.1438 -0.3122 0.0117 -0.0009 -0.0039 -0.1233 -0.0365 -0.1230 -0.2590 0.0171 0.0033 -0.0073 -0.1437 -0.0333 0.1474 0.1230 0.1397 0.1111 0.1335 0.1312 0.1268 0.1032 0.1249 0.1485 0.1317 0.1324 0.1258 0.0959 0.1452 0.1469 0.1348 0.1320 0.1247 0.0858 0.2030 -0.4447 0.2033 -0.3976 0.2306 0.2075 -0.3464 -0.0103 -0.2471 0.0388 0.0158 0.0100 -0.1166 -0.0250 0.1399 0.0431 0.1400 0.1371 0.1253 0.1332 0.1288 0.1040 0.0823 -0.1157 0.0167 -0.3156 0.1592 -0.1975 -0.0210 0.1337 -0.0560 -0.1072 0.0187 0.1890 0.1329 0.1320 0.1279 0.1004



Entry 2:
Molecular formula: C4H9O2
Method: DFT, wB97M-V/def2-TZVPD

```
15
Properties=species:S:1:pos:R:3:forces:R:3
C 2.685546 0.026783 1.339400 0.0 -0.2 0.1
O 1.428661 -0.520152 1.603398 -0.3 0.2 -0.3
H 3.270031 -0.586758 0.635638 0.0 0.0 -0.1
H 2.606666 1.032207 0.915875 0.1 0.1 0.0
H 3.258063 0.063673 2.272810 0.1 0.1 0.0
C -1.459615 -1.159882 -0.106499 0.0 0.3 -0.1
C -1.040693 0.062678 -0.564327 0.0 -0.4 0.2
O 0.063087 0.664752 -0.268244 -0.1 -0.1 0.1
C -1.939335 0.809372 -1.530167 0.1 0.2 -0.1
H -2.411807 -1.567088 -0.425744 0.0 0.0 0.0
H -0.851727 -1.743452 0.572932 0.0 0.0 0.0
H 0.806599 -0.125912 0.888028 0.3 -0.1 0.2
H -2.902843 0.321279 -1.668146 -0.1 0.0 0.0
H -2.071167 1.830396 -1.163892 -0.1 0.0 0.0
H -1.441469 0.892097 -2.501063 0.0 0.0 0.0
```
Positions in Å, forces in eV/Å.

Results
- Charge: -1
- LUMO level: 4.35 eV
- Highest occupied orbital energy: -2.7 eV
- Orbital gap: 7.1 eV

Charges obtained by natural (NBO) population analysis, quoted in units of e: -0.2319 -0.7969 0.1286 0.1611 0.1374 -0.7346 0.3942 -0.8271 -0.6688 0.1630 0.1902 0.5097 0.1859 0.1962 0.1931



Entry 3:
Molecular formula: C42H33Cl5F2FeN2OTe
Method: DFT, wB97M-V/def2-TZVPD

```
87
Properties=species:S:1:pos:R:3:forces:R:3
Fe 0.041892 0.342592 -0.316956 0.3 0.8 -0.3
F -1.033693 1.514787 4.785623 0.1 0.0 0.2
C -1.364799 1.632296 3.490998 0.0 0.0 -0.1
C -0.550551 1.060342 2.532056 0.0 0.1 0.0
C -0.899250 1.186197 1.195861 0.2 -0.2 0.2
C -2.052702 1.881981 0.842718 0.0 0.0 -0.3
C -2.841702 2.422764 1.842276 -0.1 0.1 0.0
F -3.987632 3.060005 1.530363 -0.1 0.1 0.0
C -2.521016 2.316705 3.176316 -0.1 0.1 0.2
C -2.330802 1.930764 -0.596795 0.0 -0.2 0.0
C -3.108086 2.884086 -1.232311 -0.2 0.1 -0.1
C -3.261532 2.820908 -2.606393 0.0 0.0 0.0
C -2.635758 1.812820 -3.321200 -0.1 0.1 -0.1
C -1.857683 0.910990 -2.629267 0.0 -0.2 0.2
N -1.706814 0.958717 -1.302957 0.3 0.1 0.1
H 0.338142 0.529544 2.845346 0.0 0.0 0.1
H -3.155410 2.746048 3.941191 0.1 0.0 -0.1
H -3.565963 3.676684 -0.659325 0.0 -0.1 0.0
H -3.867871 3.559557 -3.116657 0.0 0.0 0.0
H -2.732532 1.730155 -4.394743 0.0 0.0 0.0
H -1.340522 0.111620 -3.139343 0.0 0.0 0.0
Cl 1.188321 0.271783 -3.922231 0.0 -0.1 0.0
C 1.097374 -1.171894 -2.953277 0.1 0.0 -0.1
C 0.651203 -1.072397 -1.649871 -0.3 0.0 0.0
C 0.665567 -2.240558 -0.919141 0.0 0.1 0.1
Cl 0.137943 -2.032937 0.759797 0.0 -0.4 -0.1
C 1.092376 -3.470968 -1.382858 0.0 -0.1 0.1
Cl 1.108074 -4.851292 -0.354499 0.0 0.0 -0.1
C 1.526029 -3.539301 -2.704687 0.1 0.0 0.0
Cl 2.075767 -5.037387 -3.345029 0.0 0.0 0.0
C 1.535875 -2.384119 -3.492369 0.0 0.0 0.0
Cl 2.129987 -2.462768 -5.107495 0.0 0.0 0.0
C 5.660630 -4.721521 5.404895 -0.1 0.1 0.0
C 5.059251 -3.609006 4.579574 0.0 -0.1 0.0
C 4.853247 -3.757780 3.210994 0.0 0.0 0.0
C 4.306854 -2.738211 2.437576 0.0 0.0 0.0
C 4.066922 -2.983668 0.963796 0.1 0.1 0.2
C 3.991490 -1.519965 3.059846 -0.1 -0.1 -0.2
Te 3.142932 0.189669 1.877749 0.1 -0.1 0.4
N 1.802814 0.947682 0.318001 -0.5 -0.2 -0.1
C 1.777284 2.132167 -0.279577 0.2 0.0 -0.2
O 0.863995 2.339374 -1.120305 -0.2 0.1 0.0
C 2.802702 3.200130 -0.042041 0.0 -0.1 -0.1
C 3.367442 3.828666 -1.150038 0.1 0.0 0.0
C 4.341763 4.803421 -0.979950 0.0 0.0 0.1
C 4.742418 5.169813 0.301786 0.0 -0.1 0.0
C 4.148206 4.575176 1.407880 0.0 0.0 0.0
C 3.179746 3.593637 1.236088 0.0 0.1 0.0
C 4.870706 0.462154 0.690777 0.1 0.1 -0.2
C 4.906447 0.145059 -0.673997 -0.1 0.0 0.1
C 3.795771 -0.545794 -1.439232 0.2 0.2 0.1
C 6.040828 0.511073 -1.402852 0.0 0.0 0.0
C 7.111929 1.170946 -0.826469 0.0 0.0 0.0
C 8.304759 1.593032 -1.645167 -0.1 0.0 0.1
C 7.061557 1.440519 0.539111 0.1 0.1 0.0
C 5.965018 1.099610 1.313795 -0.1 -0.1 0.1
C 5.998006 1.406268 2.795757 -0.1 -0.1 -0.2
C 4.124694 -1.362687 4.446202 0.0 0.0 0.0
C 3.716188 -0.122482 5.224221 0.1 -0.2 -0.1
C 4.677995 -2.416279 5.175449 0.0 0.0 0.1
H 5.866226 -5.600433 4.792404 0.0 0.0 0.0
H 4.986341 -5.018301 6.212586 0.0 0.0 -0.1
H 6.598864 -4.400300 5.864593 0.0 0.0 0.0
H 5.113692 -4.698880 2.732375 0.0 0.1 0.0
H 4.214924 -4.035641 0.715182 0.0 0.0 0.0
H 4.750154 -2.389632 0.351833 0.0 0.0 0.0
H 3.046231 -2.712318 0.687028 0.0 0.0 0.0
H 3.031791 3.538054 -2.139763 0.0 0.0 0.1
H 4.783784 5.283975 -1.845964 0.0 -0.1 0.1
H 5.507165 5.926493 0.438139 -0.1 0.0 0.0
H 4.435725 4.879973 2.407691 0.0 0.0 0.0
H 2.689011 3.161911 2.097772 0.0 -0.1 0.0
H 3.019734 -0.940030 -0.790882 0.1 0.0 0.0
H 4.202005 -1.366243 -2.039950 0.0 0.1 0.0
H 3.313752 0.163806 -2.121144 0.1 -0.1 0.1
H 6.070255 0.269616 -2.463339 0.0 0.0 0.1
H 8.148408 1.386917 -2.703741 0.0 0.0 0.0
H 9.206411 1.066633 -1.325151 0.0 0.0 0.0
H 8.492123 2.662751 -1.529669 0.0 0.0 0.0
H 7.900951 1.944360 1.015136 -0.1 -0.1 -0.1
H 6.875435 2.003973 3.044186 0.0 0.0 0.0
H 6.036287 0.482728 3.381004 0.0 0.1 0.0
H 5.108616 1.959930 3.107886 0.0 0.0 0.0
H 3.171953 0.597228 4.623900 -0.1 0.1 0.0
H 4.595054 0.382194 5.634287 0.0 0.0 0.0
H 3.079842 -0.404102 6.064982 0.0 0.0 0.0
H 4.801075 -2.294332 6.251598 0.0 0.0 -0.1
```
Positions in Å, forces in eV/Å.

Results
- ⟨S²⟩: 6.08
- LUMO level (alpha / beta): -0.47 / -1.13 eV
- Highest occupied orbital energy (alpha / beta): -7.4 / -8.1 eV
- Orbital gap (alpha / beta): 6.9 / 7.0 eV
- 2S+1: 5

Charges obtained by Löwdin population analysis, quoted in units of e: 0.6576 0.0712 -0.2701 -0.0373 -0.1326 -0.1163 -0.2134 0.0715 0.0703 -0.1846 0.0134 -0.0353 -0.0406 -0.1114 0.0541 0.0655 0.1351 0.1164 0.1141 0.1111 0.0772 0.7111 -0.6989 -0.2726 -0.6555 0.7499 -0.7081 0.7036 -0.6992 0.6906 -0.6999 0.6840 -0.0502 -0.2632 -0.0142 -0.2807 -0.0604 -0.3059 1.6952 -0.2698 -0.5907 -0.0349 -0.1557 -0.0160 -0.0723 -0.0856 -0.0804 -0.0678 -0.3358 -0.2751 -0.0726 -0.0102 -0.2585 -0.0469 -0.0146 -0.2889 -0.0709 -0.3106 -0.0810 -0.0259 0.0725 0.0810 0.0811 0.1151 0.0795 0.0759 0.0279 0.1193 0.1025 0.1007 0.1044 0.0882 0.0166 0.1013 0.0689 0.1234 0.0736 0.0820 0.0809 0.1212 0.0806 0.0749 0.0487 0.0108 0.0833 0.0829 0.1249